{"formula": "C23H36N2O6S", "method": "the ωB97M-V functional and the def2-TZVPD basis", "e_lumo_ev": 0.554, "max_force_ev_per_a": 1.2, "energy_ha": -1857.1813, "smiles": "CC(C)N(C(=O)COC(=O)[C@@H]1C[C@H](O)CN1S(=O)(=O)c1ccc(C(C)(C)C)cc1)C(C)C", "elements": ["C", "C", "C", "N", "C", "O", "C", "O", "C", "O", "C", "C", "C", "O", "C", "N", "S", "O", "O", "C", "C", "C", "C", "C", "C", "C", "C", "C", "C", "C", "C", "C", "H", "H", "H", "H", "H", "H", "H", "H", "H", "H", "H", "H", "H", "H", "H", "H", "H", "H", "H", "H", "H", "H", "H", "H", "H", "H", "H", "H", "H", "H", "H", "H", "H", "H", "H", "H"], "xyz": [[-3.036828, 3.262348, 0.245393], [-1.797475, 2.766617, 0.989444], [-2.122649, 1.579965, 1.893559], [-0.708206, 2.434398, 0.060607], [-0.884625, 1.421492, -0.801673], [-1.936894, 0.820410, -0.936343], [0.298623, 0.994054, -1.684260], [1.369062, 0.507459, -0.876895], [2.612945, 0.854020, -1.189117], [2.920097, 1.581392, -2.096868], [3.582302, 0.217837, -0.203078], [5.021110, 0.148037, -0.711952], [5.542408, -1.188501, -0.155468], [6.615112, -1.731745, -0.862748], [4.271231, -2.061530, -0.157442], [3.172326, -1.150318, 0.080777], [2.221044, -1.364285, 1.454688], [2.723528, -2.491545, 2.188882], [2.123103, -0.105375, 2.146941], [0.611098, -1.781536, 0.812612], [-0.474967, -1.625137, 1.650097], [-1.739587, -1.942443, 1.192770], [-1.945533, -2.401946, -0.106816], [-3.358241, -2.711321, -0.572125], [-3.875723, -3.927073, 0.209989], [-3.425215, -3.027115, -2.068344], [-4.251083, -1.491125, -0.305040], [-0.829513, -2.567324, -0.920796], [0.444130, -2.268981, -0.464633], [0.512153, 3.228380, 0.162308], [1.209812, 3.018953, 1.507306], [0.227729, 4.710488, -0.102999], [-3.792182, 3.570252, 0.963677], [-2.789825, 4.112165, -0.386315], [-3.442835, 2.469863, -0.374687], [-1.427440, 3.579391, 1.617313], [-1.220200, 1.227692, 2.387001], [-2.539726, 0.767873, 1.307489], [-2.844694, 1.883186, 2.647661], [-0.063028, 0.164340, -2.299990], [0.652094, 1.799080, -2.338374], [3.503832, 0.802088, 0.724983], [5.614793, 0.998543, -0.387322], [5.024824, 0.123768, -1.804691], [5.904127, -1.059911, 0.868480], [6.356569, -1.857587, -1.784398], [4.151051, -2.538982, -1.140216], [4.273464, -2.829162, 0.615443], [-0.314005, -1.252269, 2.649314], [-2.576142, -1.820122, 1.862334], [-4.895992, -4.155678, -0.090005], [-3.866400, -3.738772, 1.280187], [-3.253793, -4.797708, 0.012329], [-3.051423, -2.188848, -2.650711], [-4.459827, -3.203826, -2.354723], [-2.857049, -3.921689, -2.312626], [-3.783126, -0.599642, -0.713657], [-4.414729, -1.341120, 0.758358], [-5.221467, -1.628710, -0.776548], [-0.938319, -2.929791, -1.929674], [1.305672, -2.398059, -1.100439], [1.194735, 2.902992, -0.620774], [2.169779, 3.529474, 1.496689], [1.381820, 1.960489, 1.693037], [0.622655, 3.423110, 2.327910], [-0.355366, 5.164708, 0.693247], [1.170834, 5.245305, -0.178157], [-0.309970, 4.829017, -1.040918]], "atomic_forces_ev_per_a": [[0.1, 0.0, 0.1], [-0.4, -0.2, 0.0], [0.1, 0.2, 0.0], [0.0, 0.1, 0.2], [0.6, -0.2, -0.4], [-0.3, -0.2, -0.1], [-0.3, 0.1, -0.4], [-0.3, 0.1, 0.2], [0.5, 0.1, -0.1], [0.0, 0.0, 0.0], [-0.2, 0.8, -0.1], [-0.1, -0.2, 0.2], [-0.6, 0.3, 0.1], [0.3, -0.2, -0.3], [0.4, -0.6, 0.0], [-0.6, -0.1, 1.1], [0.0, -0.2, -0.2], [0.0, -0.1, -0.2], [-0.1, -0.1, -0.2], [0.5, 0.1, 0.1], [0.0, 0.0, 0.2], [0.1, -0.1, 0.0], [0.1, 0.0, 0.0], [-0.2, -0.1, -0.1], [0.1, 0.1, -0.1], [0.1, 0.1, 0.3], [0.1, -0.1, -0.1], [0.0, 0.0, 0.1], [0.0, -0.1, -0.1], [0.3, 0.3, 0.1], [0.0, -0.1, -0.3], [0.1, -0.3, -0.1], [-0.1, 0.1, 0.1], [0.0, 0.1, -0.1], [-0.1, 0.0, 0.0], [0.0, -0.1, -0.1], [0.1, -0.1, 0.1], [-0.1, -0.1, 0.0], [-0.1, 0.0, 0.1], [0.0, 0.2, 0.2], [-0.1, -0.1, 0.1], [0.1, 0.0, -0.3], [0.0, 0.0, -0.1], [0.0, 0.0, 0.0], [-0.1, 0.0, 0.0], [0.0, 0.0, 0.1], [0.1, 0.0, 0.1], [0.1, 0.0, -0.2], [-0.1, 0.1, 0.2], [-0.1, 0.0, 0.1], [-0.1, 0.0, 0.0], [0.0, 0.0, 0.1], [0.0, -0.1, 0.0], [0.1, 0.1, -0.1], [-0.1, 0.0, 0.0], [0.1, -0.1, -0.1], [0.0, 0.1, 0.0], [0.0, 0.1, 0.2], [-0.1, 0.0, 0.0], [0.0, 0.0, -0.1], [0.0, 0.0, -0.1], [-0.1, 0.0, 0.0], [0.1, 0.1, 0.1], [0.0, 0.0, 0.0], [-0.1, 0.1, 0.1], [-0.1, 0.1, 0.1], [0.1, 0.1, 0.0], [0.0, 0.1, -0.1]], "mulliken_charge": [-1.48, 0.06, -1.08, 0.55, 1.43, -0.57, -1.82, 0.35, 0.19, -0.66, 0.01, -0.77, -0.09, -0.58, -0.78, 0.26, 1.43, -0.81, -0.76, 0.59, -1.08, -0.67, 0.85, 1.97, -1.78, -2.11, -1.53, -0.31, -1.12, 0.57, -1.29, -1.72, 0.47, 0.34, 0.21, 0.40, 0.33, -0.05, 0.52, 0.26, 0.53, 0.34, 0.35, 0.31, 0.37, 0.36, 0.31, 0.35, 0.43, 0.36, 0.47, 0.34, 0.40, 0.41, 0.44, 0.39, 0.23, 0.35, 0.53, 0.47, 0.33, 0.04, 0.44, 0.15, 0.38, 0.33, 0.47, 0.39]}